# 1
A 10-piece molecular cluster, C42H112N8O13 overall at a distorted geometry. Source: OMol25; level of theory: ωB97M-V/def2-TZVPD.

Geometry as ORCA input:
```
! wB97M-V def2-TZVPD RIJCOSX def2/J DEFGRID3
* xyz 0 1
H 1.71368 -3.69359 0.04686
H 1.71247 3.77556 -4.81170
H -3.76595 2.81580 1.81487
C -1.80635 -1.28406 -5.52074
H 0.30507 9.78764 -1.86679
H -0.58462 8.84197 0.19297
N -3.57329 -4.39765 -4.10893
H 0.44449 -3.91665 5.44419
C -0.25171 -0.56053 0.98978
H -0.04261 6.34817 -1.28719
O 1.49861 0.26779 -0.38765
H -4.10678 0.88178 0.17502
H 0.64439 -4.19594 -3.76123
C -0.68735 7.87763 -2.42674
H 1.98289 -0.55390 5.28511
H -0.44150 0.38878 -0.82619
H 0.41110 -3.60924 -2.16088
O 0.59834 -2.84965 3.12294
H 4.68213 1.15312 5.58197
C -2.03255 -4.16874 -0.62771
H 0.31779 0.28080 5.64888
H 1.40953 -7.54999 2.72769
C 4.27352 0.77646 4.64428
H -0.39920 9.63557 -3.56733
C 0.14380 2.47297 -2.95073
H 2.72026 1.33561 3.31121
O -1.69094 -5.19944 -1.62319
H -0.91801 -1.76541 -2.31813
H -9.35806 3.39633 -1.57062
C -0.52789 9.47567 -2.49683
H 6.00081 -1.63567 3.79420
O 1.98357 1.42029 5.25740
C 3.04683 1.66105 4.29891
H 2.93303 -8.03599 0.39131
N -1.57175 -3.78215 5.41591
H -2.46312 -4.70784 0.21615
H 4.47419 0.18141 -0.72328
H -2.64490 -1.61233 -6.13488
C 6.23167 -0.02463 0.51820
H -1.19298 4.70774 2.85544
C 0.94117 -8.00179 0.51886
H 3.09493 0.35073 0.81259
H -1.08349 -6.47370 4.45721
H 1.41462 5.22056 -3.16748
H 7.40880 0.74922 3.37482
H -3.88428 0.87250 -2.93153
C -0.38556 6.98103 1.20980
H 1.18975 -1.78091 -4.54750
H -5.82715 2.28769 0.10585
C 0.79958 -1.91357 -3.53840
C -6.23120 4.29296 0.83368
H -0.33684 7.28290 -3.27027
H -2.03078 -0.22835 -5.36838
H -6.15057 4.78566 1.80262
H -3.24357 -6.62159 -1.39445
H -0.41185 2.62039 -2.02465
O -0.78994 5.62121 0.99294
H 2.29687 -2.04607 2.82591
H -0.13793 3.75245 1.70294
H -0.93376 -1.34971 -6.17064
C 8.11166 -2.83719 5.10342
H 0.14345 -8.55940 0.02812
H -0.73261 -0.36529 -3.37796
C 1.55397 3.20691 -2.86516
C 0.99697 -3.43626 -3.06362
H 3.31494 3.46474 -4.22050
H 2.06465 -3.53659 -2.86849
H 7.64288 -2.82628 6.08741
C 4.74646 -0.30805 0.21182
C -9.08985 4.45269 -1.58687
H -8.96100 4.87574 -2.58313
H -1.30937 -0.62132 1.24623
H 6.88084 -0.54334 -0.18722
H 7.48870 -3.50684 4.51046
H 0.59451 -6.32560 5.00105
H -4.62580 -4.46335 -2.33607
H -4.52072 -7.04432 -3.80302
H -5.59289 1.10014 -2.78929
H -2.34612 -4.22820 4.94527
N -5.53359 2.89687 0.85607
H 0.27541 -0.46116 1.93866
H -9.93870 4.97526 -1.14587
H 4.97664 0.71732 2.80863
H -2.61750 1.64739 -0.33562
N 2.20648 -8.63569 0.02719
H -1.06237 -3.95630 2.89002
H 0.88823 0.09659 4.02908
H -1.75866 7.67709 -2.43999
C -4.06442 -5.17005 -2.94724
N 5.36650 1.10132 3.65754
H 2.17867 -8.47344 -0.96930
O 3.99210 0.32241 1.15302
H -8.02197 3.15684 0.69001
C 2.35501 -4.57006 0.13956
N 1.26073 4.56555 -2.41423
H 6.32344 1.05751 0.42520
H 1.39454 -0.26789 -1.17747
C 1.23067 0.20169 5.05854
H -0.42120 2.90335 -3.77756
H -0.12636 1.49944 0.41639
H -3.97457 -3.47081 -4.11595
C -1.76111 11.53516 -2.21995
C 6.63024 0.47657 4.08729
H -2.79499 11.85214 -2.08312
H 3.07867 -4.22064 0.87599
C -7.74106 4.17315 0.41378
H -1.43370 11.96882 -3.16486
H -5.73113 5.01848 0.19209
H 1.11423 1.79222 -6.40595
H -8.37330 4.87785 0.95393
O -1.67154 -1.97048 -4.22567
H -0.08668 -6.02439 0.39452
O 2.27765 1.65003 -4.62195
C 0.85650 -6.47194 0.08117
N 1.68039 -0.95369 -2.81663
H -1.14436 -3.62992 -0.29773
H -2.61028 -4.31452 -3.81603
H 2.07519 2.74002 -2.02942
H 0.87897 -6.21547 -0.97799
C -4.09947 2.97335 0.78918
H 2.87971 1.86124 -6.65564
C -4.69740 0.88641 -2.20576
C -0.41333 4.73187 2.09409
H -0.67490 -6.11255 6.14548
C 1.94779 -2.86063 3.46052
H 4.42999 -1.33543 0.03172
C 0.88496 -8.20544 2.03249
C -0.40968 -5.91509 5.10685
C -5.04798 -6.19796 -3.36283
H 2.54686 -1.44708 -2.97752
H 0.30984 1.40571 -3.09731
H -1.03307 7.32284 2.01726
H 7.06445 1.01489 4.92977
H 2.05640 0.41454 -6.28470
H 0.50586 5.04482 2.58932
C -2.86078 -5.85987 -2.07367
H -1.61648 -2.89064 4.94335
H 2.24100 -2.74087 4.50349
O 1.83065 -5.72132 0.80954
H 6.17091 -1.09376 5.38752
C -3.68799 1.81093 -0.21150
H 4.02396 -0.28452 4.63211
H 6.59998 -0.45510 1.44940
C -0.11611 -4.07387 3.41812
H -0.13046 -8.38141 2.38753
C -0.63867 -1.44986 -3.32337
O 8.02608 -1.51486 4.53426
H -4.86607 -0.03806 -1.65348
H 0.68076 7.07263 1.41638
H 0.47308 -4.76509 2.81549
H 3.23592 2.72949 4.19508
C 2.08280 1.47206 -6.02194
C 2.29681 3.07552 -4.21456
N -0.04157 7.35807 -1.27317
H -3.65020 3.83262 0.29126
H 1.84307 -0.13429 -3.38427
H -2.76486 -3.43763 -0.97019
H -5.62901 -5.85011 -4.21694
H -2.44626 -6.53336 -2.82380
H -1.19179 11.93676 -1.38168
H 2.48703 -3.71801 3.05772
H -5.67042 -6.59750 -2.56218
C -0.72117 7.79295 -0.06969
O -4.41022 2.06484 -1.38376
H 9.15243 -3.14810 5.19414
O -1.72481 10.18888 -2.17490
C 0.21248 0.53693 0.03315
C 6.67307 -1.04985 4.42108
H 1.30291 -9.21094 2.08128
H -1.81117 7.79239 -0.06719
H -0.03840 -1.59966 0.73919
C -0.31774 -4.44811 4.87441
H 3.02023 -4.74858 -0.70526
O -7.89711 4.63455 -0.88200
H 1.92708 4.92946 -1.74816
*
```

Properties
* frontier orbital gap: 8.8 eV
* E_HOMO: -0.31234 Ha
* E: -83895.818 eV

# 2
C42H115LiN10O11 as an isolated structure at a distorted geometry. Source: OMol25; level of theory: ωB97M-V/def2-TZVPD.

Geometry as ORCA input:
```
! wB97M-V def2-TZVPD RIJCOSX def2/J DEFGRID3
* xyz 0 1
H -0.11262 6.26278 -3.76493
C -6.11116 -0.13886 -1.82756
H 1.41813 -1.23840 -6.14529
C -2.42444 2.14077 -2.45863
O 1.74947 -1.76377 -0.52958
H 0.31812 3.57232 3.12791
C 0.72322 5.20240 1.92441
H -0.18824 -5.15082 3.26202
H -2.75051 4.54816 -0.34599
C 1.15951 -4.92207 -2.95856
N 3.44131 -2.28020 2.02623
C 3.13915 -1.18184 -4.71825
H 1.48867 8.74444 2.41400
H -6.66585 -1.28356 2.69141
C -3.47945 0.74684 1.70934
C -2.15040 3.50589 -1.95297
H 0.26746 -1.70576 0.92696
C 1.89245 2.46644 -2.44294
H 2.80567 0.34862 4.61061
H 3.08196 2.62895 0.17628
H 1.29333 3.10244 -1.79127
H 4.12610 -2.41363 1.29591
C 1.64552 1.04385 2.89789
H 4.55760 -3.44812 4.39091
C 3.08681 -3.50578 2.68496
O 4.03826 0.01152 -6.44960
H -2.16901 -2.57353 2.30613
C 0.74410 -5.55119 3.66020
H -6.79536 -0.79513 -1.28972
C 2.00113 8.04336 1.75524
H 4.76333 0.14301 3.59066
H -1.11444 3.51639 -1.61419
H 1.89086 -4.51603 -5.59542
H -4.81240 -2.71079 0.73275
N 3.97675 0.38763 3.00623
H -1.60708 -2.22250 -2.36067
H 2.56007 3.07646 -3.05143
H -6.48151 -4.22509 1.84145
C 0.44362 -1.50788 -0.13036
H 1.30600 1.79430 -3.06936
C -7.04343 -2.21816 2.27660
H -0.23703 -2.23845 -0.56749
H -4.86126 -0.30776 -3.58532
O 0.69610 1.89199 3.53921
H 1.33973 4.85280 -0.00081
H -2.60893 0.15954 2.00154
H -1.63325 -4.09687 1.52536
C 3.58840 2.33787 -0.74399
H -0.42962 0.43207 4.31692
H -0.04842 0.07087 -1.48496
H -3.72240 0.66994 0.64955
H 0.30862 -6.26279 0.14227
H 5.32951 1.89862 0.35992
C 5.73421 1.21638 -1.54671
H 0.37399 -5.45034 -3.49892
H -0.59976 2.05573 5.04142
H 3.54680 -1.99086 -5.32439
H 0.93154 -3.85844 -3.02803
O 2.38814 -5.15159 -3.67709
H 1.21157 -2.00424 -4.52596
H 4.24924 -1.80426 -3.15576
H -4.56511 -2.68435 -1.76785
H 4.46897 2.08355 4.80403
H 1.85852 -6.33983 -5.25491
H -4.35708 -2.00344 2.31278
H -0.63879 6.48620 0.86796
H 6.61492 0.67219 -1.20567
N 4.33087 0.07845 0.04179
H 3.34688 -5.43605 -5.47610
C -3.29683 2.21110 2.16098
C 2.92403 1.01896 3.75929
H 2.53311 7.32099 2.37434
H -1.59364 -3.35330 -3.68522
H -1.64485 3.49085 1.99553
O 1.49000 -4.57499 4.30733
C 5.16372 0.63783 -7.07976
H -3.15387 4.55035 -3.57691
H 4.10775 -5.08027 3.76243
H 5.18998 -3.96755 2.86767
H -2.29159 -3.73446 -2.15424
H -2.69615 1.91823 4.27180
C 0.06902 5.21138 -3.54207
H -3.48576 -1.29719 -1.52218
H 0.92212 -2.97419 3.14842
C 3.53447 2.34616 4.30820
H 1.17379 -0.28002 -4.63606
H -0.79969 -5.98465 -1.14881
H -7.18684 -2.01109 1.21611
C 1.63195 -1.16431 -5.07903
C -6.03588 -3.33528 2.28614
C -4.11909 -1.81165 -2.24490
C 0.11123 -5.59386 -0.69538
H 6.05499 2.19605 -1.90092
H -4.12947 1.89659 6.19652
C -0.21348 -0.18656 -0.43873
O -1.10875 4.48129 -3.89568
H 0.19580 0.61607 0.17476
H -0.21324 4.08834 0.28528
H 0.92059 4.71530 -4.00771
Li 2.98552 -0.43554 -1.41818
H -5.51150 0.47242 -1.15313
H 2.90082 2.79014 5.07596
C 0.16561 6.60981 1.59306
H -6.77822 0.60652 -2.26062
H 1.76508 5.26572 2.23846
H -4.74554 3.48531 5.74243
H 1.20914 0.08690 2.61166
H 4.97295 0.80176 -8.14034
H 4.06304 3.22439 -1.16458
H 3.55302 -0.51465 2.84362
H 0.20108 5.13807 -2.46258
H -2.38244 -3.09713 0.47798
H 2.99196 -4.70639 -1.61861
C -2.39717 -3.31961 1.54493
H -2.65860 1.40354 -1.69067
C -2.22557 -2.94096 -2.89862
H -1.59326 1.88318 -3.11505
C -4.84734 2.41532 5.56116
H 5.10445 -0.56406 0.13588
H 3.47436 0.92663 -4.59771
H -5.31073 -4.24251 3.93175
C 0.77762 4.24776 0.71058
O -4.73733 2.11659 4.19973
H -0.15833 -4.61972 -0.28735
H -3.30107 3.55431 3.97290
H -0.27872 7.11907 2.44823
H -7.08732 -1.24398 -3.88755
O 2.71297 1.63540 -1.67929
C 0.10692 1.30845 4.68049
H 5.37760 1.62501 -6.67009
H 3.95012 0.12696 0.97602
N -6.34575 -1.75627 -3.43177
H -5.62156 -2.73485 4.00281
H -1.23892 1.99794 2.07217
H 5.34649 0.61536 -2.36924
O 1.06337 7.43606 0.89686
C -3.42388 2.50367 3.70985
C 3.94446 0.07059 -5.08174
H 1.98781 -3.97254 -0.57392
H -5.85147 2.13115 5.87590
H -3.32617 2.14988 -3.07092
H -2.21741 5.62179 -2.53289
N 2.38066 -4.86685 -0.83079
O -3.56112 -3.93848 1.94428
C -2.20529 4.66343 -3.05202
C -4.58741 -2.92466 1.77761
H 2.60707 -2.01104 1.52454
H -7.97032 -2.50660 2.77236
H -3.99666 2.93357 1.74102
C 4.31173 -4.03990 3.50919
N -2.99866 3.66448 -0.76746
C 1.82414 -3.38772 3.59948
H -5.94239 -2.34019 -4.15041
H 1.07034 -5.94924 2.69936
H 1.63373 -6.60074 -1.63870
C 1.34953 -5.55119 -1.56275
H 1.85157 1.45564 1.90993
H -0.03100 4.98807 3.80567
H 3.78735 3.02780 3.49609
H -2.52802 3.03571 -0.13245
N -1.97224 2.58295 1.69784
H 4.94974 0.04261 -4.66133
H 2.79889 -4.18891 1.88587
H 6.06679 0.03541 -6.98153
N 3.29700 -1.49167 -3.28079
H 2.66081 -2.21951 -2.98821
N -0.07688 4.48127 2.93323
H 0.77950 1.06700 5.50356
O -3.35628 -2.30168 -3.35432
C 2.33140 -5.37254 -5.08512
N -6.05683 -3.59840 3.71138
H 1.14621 3.23298 0.86042
C -5.26657 -0.93824 -2.79393
H 2.10703 -2.75711 4.44233
H -4.36490 0.37854 2.22745
H 2.68604 8.66091 1.17419
H 0.53002 -6.25310 4.46617
C 4.73645 1.40116 -0.40749
H -1.29021 -0.19611 -0.26944
*
```

Properties
* frontier orbital gap: 7.5 eV
* E_HOMO: -0.27540 Ha
* E: -83041.028 eV